No. 1
Below is 2 unconnected molecules or ions with the total composition CF4N2 at a distorted geometry, with properties calculated with the ωB97M-V functional and the def2-TZVPD basis.

LUMO energy (alpha / beta), eV: -1.03 / -4.57
Energy relative to the best compared isomer or geometry (same formula, charge and spin), eV: 3.121
HOMO energy (alpha / beta), eV: -11.99 / -9.44

Positions of all 7 atoms, in Å:
C  0.1899  -0.5547  0.2043
N  0.0709  0.8737  0.3517
N  0.9507  0.2941  1.1131
F  0.9279  -0.9758  -0.8143
F  -0.6891  -1.4669  0.4469
F  0.0676  1.9329  -0.4244
F  -1.8725  -0.0385  -1.4072

***

No. 2
Below is a molecular structure, C19H23F5NPSTc at a distorted geometry, with properties calculated with the ωB97M-V functional and the def2-TZVPD basis.

LUMO energy (alpha / beta), eV: -6.90 / -10.79
Energy relative to the best compared isomer or geometry (same formula, charge and spin), eV: 1.656
HOMO energy (alpha / beta), eV: -13.72 / -13.71
Multiplicity: 4
Charge: +2

Positions of all 51 atoms, in Å:
C  -2.8480  0.3119  -3.6461
C  -2.5264  -0.8726  -3.0415
C  -1.7032  -0.9898  -1.9234
C  -1.2699  0.2164  -1.4044
C  -1.4572  1.4301  -2.0281
C  -2.3263  1.4628  -3.0881
C  -1.5742  -2.3705  -1.3886
C  -0.2267  -3.1550  -1.1721
N  1.0692  -2.5410  -1.3722
Tc  -0.6616  0.7820  0.5706
C  -0.8437  2.6961  -1.5393
P  0.7356  2.2992  -0.6891
H  -2.9448  -1.7902  -3.4340
H  -2.5561  2.4204  -3.5146
H  -3.5083  0.3456  -4.5146
H  -1.4892  3.2500  -0.8414
H  -0.6080  3.3544  -2.3805
H  -2.1783  -2.4390  -0.4704
H  -2.0862  -3.0049  -2.1319
H  -0.2936  -3.4906  -0.0981
C  1.2790  3.6682  0.2824
C  1.8441  2.0663  -2.0776
H  -0.1663  -4.0004  -1.9504
C  1.4294  -1.8006  -2.5808
C  2.0879  -2.6850  -0.3108
H  0.1256  1.6398  1.7203
H  1.8898  -2.5942  -3.2375
H  0.5211  -1.3199  -3.0601
H  2.1634  -0.9804  -2.3586
H  2.6891  -3.5802  -0.6380
H  2.7113  -1.7636  -0.2275
H  1.6057  -2.8134  0.7074
H  2.0055  3.0517  -2.5279
H  2.7915  1.6591  -1.7206
H  1.4048  1.3900  -2.8187
H  1.3872  4.5313  -0.3712
H  0.5458  3.8502  1.0745
H  2.2483  3.3786  0.7058
H  0.7992  0.8878  1.6828
F  0.8687  0.6476  7.1343
C  0.4304  0.2183  5.9310
C  -0.6555  0.8518  5.3309
F  -1.2978  1.8677  5.9525
C  -1.0817  0.4300  4.0793
F  -2.1654  0.9965  3.4996
C  -0.4057  -0.6035  3.3995
S  -1.0173  -1.1592  1.8823
C  0.6888  -1.2307  4.0360
F  1.3126  -2.2576  3.3925
C  1.1062  -0.8237  5.2821
F  2.1510  -1.4377  5.8943

***

No. 3
Below is C2HN5O in the gas phase at a distorted geometry, with properties calculated with the ωB97M-V functional and the def2-TZVPD basis.

LUMO energy, eV: -2.71
Energy relative to the best compared isomer or geometry (same formula, charge and spin), eV: 4.442
HOMO energy, eV: -10.32
Structure (SMILES): O=c1ncnnnn1

Positions of all 9 atoms, in Å:
O  -2.0732  -0.0482  0.8940
C  -1.3150  -0.2747  0.0204
N  -0.7246  0.7440  -0.6666
C  0.5444  1.0864  -0.2210
N  1.3427  0.3372  0.6936
N  1.3880  -0.9089  0.4519
N  0.5242  -1.5184  -0.2137
N  -0.7622  -1.5175  -0.4099
H  1.0757  2.0999  -0.5487